No. 1
Here is a structure of composition C24H67N6O8V in a non-equilibrium geometry from the OMol25 dataset. Energies are from wB97M-V/def2-TZVPD.

Results
Relative energy (zero: lowest compared OMol25 entry of this formula, charge and spin)   77.8 kJ/mol
2S+1   2
Gap between HOMO and LUMO (alpha / beta)   8.01 / 8.04 eV
HOMO energy (alpha / beta)   -10.198 / -10.198 eV
Calculated total energy   -76977.172 eV
Molecular weight   618.8 g mol⁻¹
Total charge   +1

Geometry as XYZ:
```
106
Properties=species:S:1:pos:R:3:mulliken_spin:R:1
O -2.065 -0.705 1.438 -0.1842
V -1.370 -1.668 0.416 1.1551
O 0.328 -0.717 0.308 0.0518
H 0.862 0.010 0.611 -0.0133
C 1.340 -4.037 1.868 0.0021
C -0.171 -4.378 1.879 0.0055
C -0.479 -5.271 3.078 -0.0004
O -0.004 -4.672 4.252 -0.0001
C -0.412 -5.344 5.422 0.0000
N -0.919 -3.070 2.019 -0.0070
H 1.754 -3.845 2.853 -0.0005
H 1.558 -3.204 1.197 -0.0001
H 1.866 -4.917 1.481 0.0002
H -0.385 -4.973 0.997 -0.0009
H -0.054 -6.273 2.898 -0.0003
H -1.569 -5.460 3.143 -0.0001
H 0.135 -4.881 6.246 0.0000
H -0.090 -6.392 5.413 0.0000
H -1.482 -5.270 5.631 0.0000
H -0.403 -2.593 2.769 0.0011
H -1.771 -3.237 2.570 0.0051
C -3.995 -5.185 -1.011 -0.0001
C -2.835 -4.269 -0.658 0.0074
C -1.794 -3.975 -1.716 0.0006
O -0.756 -3.358 -0.994 -0.0211
C 0.493 -3.318 -1.705 0.0010
N -3.247 -2.934 -0.019 -0.0114
H -4.723 -5.253 -0.205 0.0001
H -3.617 -6.203 -1.148 0.0000
H -4.460 -4.927 -1.968 0.0001
H -2.282 -4.767 0.148 -0.0021
H -2.220 -3.307 -2.478 -0.0012
H -1.475 -4.913 -2.176 0.0003
H 1.009 -4.282 -1.649 0.0001
H 1.149 -2.584 -1.242 -0.0002
H 0.326 -3.059 -2.752 -0.0003
H -3.799 -2.528 -0.795 0.0062
H -4.009 -3.233 0.592 0.0011
C -0.566 5.481 -1.500 0.0000
C 0.539 5.655 -0.489 0.0000
C 0.772 4.432 0.364 0.0000
O -0.455 3.956 0.877 -0.0001
C -0.299 2.678 1.434 0.0004
N 1.799 6.090 -1.138 0.0000
H -0.632 6.349 -2.163 0.0000
H -1.531 5.533 -0.983 0.0000
H -0.542 4.573 -2.104 0.0000
H 0.322 6.539 0.117 0.0000
H 1.459 4.652 1.191 0.0000
H 1.239 3.666 -0.282 -0.0001
H -1.245 2.408 1.898 0.0001
H 0.536 2.569 2.131 0.0002
H -0.189 1.998 0.567 0.0020
H 2.474 6.371 -0.438 0.0000
H 2.227 5.364 -1.712 0.0000
C -2.949 1.901 -1.582 0.0023
C -3.321 0.504 -1.146 0.0033
C -4.423 0.001 -2.069 -0.0015
O -4.827 -1.308 -1.784 -0.0001
C -5.726 -1.779 -2.743 0.0000
N -2.093 -0.389 -1.328 -0.0135
H -3.766 2.608 -1.418 0.0001
H -2.695 1.967 -2.644 -0.0004
H -2.088 2.289 -1.032 -0.0002
H -3.555 0.475 -0.085 -0.0023
H -4.018 0.127 -3.094 -0.0003
H -5.288 0.678 -2.080 -0.0002
H -6.135 -2.754 -2.484 0.0001
H -5.235 -1.929 -3.721 -0.0001
H -6.542 -1.070 -2.915 0.0000
H -2.250 -0.887 -2.209 0.0016
H -1.291 0.201 -1.579 0.0035
C 4.932 0.018 2.130 -0.0001
C 3.737 0.920 2.511 0.0000
C 4.133 2.377 2.575 0.0001
O 3.087 3.226 2.989 -0.0001
C 2.759 3.101 4.354 0.0000
N 2.585 0.774 1.672 -0.0033
H 5.639 0.551 1.495 0.0000
H 4.528 -0.809 1.537 0.0001
H 5.382 -0.446 3.002 0.0000
H 3.493 0.670 3.561 -0.0001
H 4.436 2.738 1.585 0.0000
H 4.994 2.498 3.244 0.0001
H 2.190 2.187 4.543 0.0000
H 2.158 3.972 4.617 0.0000
H 3.649 3.143 4.993 0.0000
H 2.102 -0.104 1.731 0.0034
H 2.011 1.601 1.648 0.0021
C 3.639 1.421 -2.541 0.0001
C 2.248 1.847 -2.146 0.0001
C 1.621 2.894 -3.052 -0.0001
O 2.292 4.111 -2.933 0.0000
C 1.942 5.013 -3.946 0.0000
N 1.332 0.676 -2.084 0.0019
H 4.080 0.750 -1.805 0.0001
H 4.308 2.267 -2.724 -0.0001
H 3.630 0.902 -3.511 0.0000
H 2.263 2.234 -1.120 -0.0003
H 0.560 2.961 -2.755 -0.0001
H 1.632 2.493 -4.081 -0.0001
H 0.866 5.248 -3.928 0.0000
H 2.122 4.595 -4.945 0.0000
H 2.512 5.923 -3.792 0.0000
H 1.111 0.449 -1.116 0.0074
H 1.885 -0.159 -2.281 -0.0004
```



No. 2
Here is a structure of composition C24H68Br2K2N4O8 in a non-equilibrium geometry from the OMol25 dataset. Energies are from wB97M-V/def2-TZVPD.

Results
Gap between HOMO and LUMO   7.87 eV
HOMO energy   -7.948 eV
Calculated total energy   -221067.432 eV
Molecular weight   778.8 g mol⁻¹
Total charge   0

Geometry as XYZ:
```
108
Properties=species:S:1:pos:R:3:lowdin_charge:R:1
K 0.442 -3.699 1.935 0.5245
K -0.179 0.023 -0.764 0.4775
Br -2.083 -2.766 0.031 -0.1959
Br 2.444 -2.194 -0.456 -0.0108
C -1.064 4.164 3.019 -0.0631
C -1.767 3.030 3.784 -0.2837
O -2.541 2.316 2.841 -0.0956
H -0.343 3.912 2.241 0.0725
H -0.528 4.745 3.770 0.0717
H -1.819 4.856 2.645 0.0759
H -2.498 3.353 4.525 0.1172
H -1.054 2.463 4.383 0.1005
H -3.060 1.721 3.387 0.0936
C 5.081 0.796 -4.448 -0.0828
C 4.975 -0.208 -3.378 -0.3309
O 3.634 -0.647 -3.166 -0.1525
H 4.621 0.398 -5.352 0.0814
H 6.076 1.214 -4.596 0.0818
H 4.467 1.641 -4.138 0.0626
H 5.400 0.059 -2.410 0.1009
H 5.480 -1.145 -3.613 0.1112
H 3.405 -1.025 -2.314 -0.0922
C -0.533 -5.636 -2.194 -0.0770
C 0.636 -5.833 -1.138 -0.2995
O 1.857 -5.314 -1.627 -0.1149
H -0.288 -5.949 -3.209 0.0648
H -0.918 -4.621 -2.288 0.0194
H -1.389 -6.280 -1.992 0.0604
H 0.707 -6.909 -0.975 0.1001
H 0.430 -5.415 -0.153 0.0450
H 1.830 -4.412 -1.301 -0.0835
C -2.452 2.860 -1.800 -0.0588
C -2.699 2.776 -0.273 -0.2796
O -2.015 1.644 0.312 -0.1994
H -3.068 3.683 -2.162 0.0769
H -2.778 1.936 -2.279 0.0731
H -1.418 3.056 -2.084 0.0641
H -3.779 2.762 -0.122 0.1008
H -2.385 3.695 0.221 0.1010
H -2.192 1.747 1.249 0.0096
C 1.460 1.905 -5.319 -0.0479
C 0.566 1.425 -4.132 -0.3764
C -0.131 0.060 -4.466 -0.1891
O -1.047 -0.259 -3.424 -0.2574
C -1.625 -1.530 -3.640 -0.1093
N 1.406 1.366 -2.933 0.0241
H 2.005 1.073 -5.766 0.0733
H 2.128 2.734 -5.084 0.0696
H 0.829 2.282 -6.124 0.0681
H -0.318 2.000 -3.858 0.1120
H 0.678 -0.645 -4.657 0.1268
H -0.655 -0.014 -5.419 0.1251
H -0.874 -2.293 -3.432 0.0847
H -1.980 -1.691 -4.658 0.0927
H -2.362 -1.725 -2.861 0.0488
H 2.046 2.147 -2.914 0.0680
H 1.998 0.549 -2.974 0.0312
C 3.054 2.823 2.304 -0.0512
C 2.775 2.100 0.929 -0.3705
C 4.024 1.877 0.061 -0.2417
O 4.484 3.083 -0.398 -0.1807
C 5.917 3.133 -0.658 -0.0679
N 2.082 0.830 1.275 0.0229
H 3.809 2.344 2.927 0.0763
H 2.232 3.150 2.942 0.0641
H 3.545 3.737 1.968 0.0697
H 2.127 2.752 0.344 0.1268
H 3.756 1.343 -0.850 0.1140
H 4.782 1.328 0.620 0.1327
H 6.206 2.453 -1.458 0.0697
H 6.596 2.978 0.181 0.0898
H 6.119 4.044 -1.222 0.0854
H 2.300 0.820 2.261 0.0374
H 2.535 -0.027 0.991 -0.0575
C 2.864 -2.595 6.064 -0.0762
C 1.729 -2.785 5.122 -0.4588
C 0.713 -1.607 4.958 -0.1582
O -0.305 -1.757 3.966 -0.2276
C -0.990 -0.551 3.691 -0.1076
N 2.415 -3.142 3.932 -0.0183
H 3.543 -1.861 5.631 0.0905
H 3.377 -3.521 6.325 0.0924
H 2.462 -2.161 6.979 0.0819
H 1.149 -3.640 5.467 0.1425
H 1.294 -0.727 4.682 0.1214
H 0.264 -1.377 5.924 0.1300
H -1.833 -0.744 3.027 0.0722
H -0.376 0.158 3.135 0.0884
H -1.568 -0.097 4.496 0.0908
H 2.928 -2.319 3.650 0.0836
H 3.134 -3.814 4.159 0.0861
C -6.530 0.023 1.620 -0.0736
C -5.447 -0.745 0.869 -0.4108
C -5.373 -0.188 -0.590 -0.1779
O -6.688 -0.238 -1.210 -0.2097
C -7.046 -1.588 -1.661 -0.0758
N -4.187 -0.380 1.518 0.0332
H -6.675 -0.393 2.617 0.0719
H -7.515 0.021 1.152 0.0677
H -6.283 1.085 1.616 0.0755
H -5.626 -1.819 0.906 0.1352
H -4.568 -0.711 -1.106 0.1000
H -5.083 0.860 -0.667 0.1089
H -7.276 -2.281 -0.852 0.0761
H -6.219 -1.926 -2.285 0.0846
H -7.997 -1.579 -2.193 0.0784
H -3.877 0.517 1.174 0.0323
H -3.511 -1.067 1.215 -0.0790
```